Density functional theory data (ωB97M-V/def2-TZVPD) for C34H39CdN5O2P2S2 as an isolated structure.

Geometry (Å):
Cd -0.73 0.27 2.81
C -1.76 -3.88 -2.08
C -0.93 -3.50 -1.11
C 0.00 -2.29 -1.18
C -0.64 -0.84 -1.18
C -0.47 -0.21 -2.54
C -1.04 -0.70 -3.65
C -1.31 -2.18 -3.88
C -2.37 -2.76 -2.87
C -2.48 0.95 1.69
H -1.90 -4.93 -2.38
H -0.93 -4.05 -0.18
H 0.70 -2.34 -2.03
H 0.62 -2.33 -0.27
H -1.70 -0.93 -0.87
H -0.12 -0.24 -0.40
H 0.07 0.74 -2.57
H -1.34 -0.05 -4.48
H -0.34 -2.72 -3.71
H -1.63 -2.37 -4.94
H -2.69 -2.04 -2.08
H -3.27 -3.04 -3.43
H -3.35 0.27 1.67
H -2.10 1.09 0.67
H -2.79 1.93 2.10
P 0.51 2.78 0.17
P 2.71 -0.32 1.16
N 0.34 3.31 -1.54
N 1.15 4.38 0.67
N 3.45 -0.53 -0.47
N 4.29 -0.46 1.97
C 2.21 2.11 -0.16
C 2.75 1.54 1.16
C -0.91 3.56 -2.13
C -0.72 4.04 -3.43
C 0.70 4.11 -3.65
C 1.31 3.64 -2.50
C 0.63 5.09 1.76
C 1.11 6.38 1.70
C 1.99 6.48 0.58
C 2.04 5.22 -0.02
C 3.29 -1.51 -1.48
C 4.11 -1.17 -2.56
C 4.84 0.01 -2.19
C 4.42 0.38 -0.92
C 5.58 -0.85 1.56
C 6.49 -0.59 2.59
C 5.74 -0.03 3.69
C 4.42 0.07 3.26
H 2.88 2.91 -0.54
H 2.07 1.37 -0.96
H 3.80 1.89 1.28
H 2.16 1.85 2.06
H -1.82 3.36 -1.59
H -1.49 4.32 -4.14
H 1.23 4.47 -4.53
H 2.37 3.53 -2.30
H 0.00 4.56 2.47
H 0.84 7.18 2.36
H 2.50 7.34 0.21
H 2.65 4.86 -0.83
H 2.66 -2.39 -1.35
H 4.23 -1.73 -3.49
H 5.63 0.51 -2.74
H 4.73 1.23 -0.32
H 5.76 -1.30 0.59
H 7.56 -0.74 2.57
H 6.13 0.28 4.66
H 3.55 0.48 3.76
O -5.19 -2.91 -0.55
S -5.32 -2.11 0.65
O -6.06 -0.88 0.64
N -3.83 -1.83 1.30
C -3.58 -2.43 2.46
S -2.05 -2.27 3.16
C -4.74 -3.22 2.92
C -4.87 -4.08 4.01
C -5.96 -4.96 4.07
C -7.05 -4.85 3.18
C -7.03 -3.84 2.19
C -5.82 -3.13 2.03
H -4.10 -4.09 4.78
H -5.94 -5.77 4.80
H -7.90 -5.55 3.25
H -7.94 -3.59 1.63

- HOMO level: -7.7 eV
- Orbital gap: 4.9 eV
- Calculated total energy: -3389.789355 a.u.
- Energy relative to the best compared isomer or geometry (same formula, charge and spin): 391.0 kJ/mol

Here are the Löwdin charges for atoms 1 to 4, given in e: 1.176, -0.113, -0.115, -0.193



Density functional theory data (ωB97M-V/def2-TZVPD) for a 5-piece molecular cluster, C35H42N2O overall.

Geometry (Å):
C 1.73 0.74 2.24
C 1.25 0.46 0.71
O 1.39 -0.93 0.32
C 0.10 -1.59 0.29
C -0.52 -1.82 1.77
C -2.01 -2.42 1.74
C -2.98 -1.91 2.92
C -3.20 -0.33 2.99
C -4.17 0.28 1.86
C -5.62 -0.44 1.97
N -6.76 -0.72 1.74
C -3.58 0.20 0.36
C -3.89 1.60 -0.34
N -4.22 2.62 -0.87
H 2.83 1.03 2.33
H 1.12 1.60 2.71
H 1.52 -0.20 2.88
H 1.90 1.13 0.04
H 0.15 0.76 0.63
H -0.64 -0.99 -0.35
H 0.26 -2.59 -0.26
H -0.50 -0.86 2.39
H 0.20 -2.57 2.30
H -2.50 -2.29 0.70
H -1.90 -3.56 1.88
H -3.97 -2.49 2.82
H -2.54 -2.23 3.94
H -2.22 0.29 2.94
H -3.66 -0.07 4.02
H -4.29 1.40 2.10
H -4.02 -0.67 -0.25
H -2.44 0.03 0.45
C 6.94 3.43 3.66
C 6.43 2.21 3.25
C 6.09 2.01 1.92
C 6.26 3.03 1.00
C 6.78 4.26 1.41
C 7.11 4.46 2.74
H 7.21 3.59 4.70
H 6.30 1.40 3.97
H 5.68 1.05 1.60
H 5.99 2.88 -0.05
H 6.91 5.06 0.69
H 7.51 5.42 3.06
C -6.31 -3.85 -1.04
C -6.41 -5.08 -1.69
C -7.34 -6.02 -1.27
C -8.18 -5.74 -0.19
C -8.08 -4.51 0.46
C -7.15 -3.57 0.04
H -5.59 -3.12 -1.37
H -5.76 -5.30 -2.53
H -7.41 -6.98 -1.77
H -8.90 -6.47 0.14
H -8.74 -4.29 1.29
H -7.07 -2.61 0.55
C -4.31 4.43 -4.50
C -4.06 3.16 -3.98
C -3.86 2.09 -4.84
C -3.92 2.28 -6.22
C -4.17 3.55 -6.74
C -4.37 4.62 -5.88
H -4.47 5.27 -3.83
H -4.01 3.02 -2.91
H -3.67 1.10 -4.44
H -3.77 1.44 -6.89
H -4.22 3.69 -7.81
H -4.58 5.61 -6.28
C 9.69 -1.49 0.30
C 9.58 -1.58 -1.08
C 9.08 -0.52 -1.82
C 8.70 0.66 -1.17
C 8.81 0.76 0.21
C 9.30 -0.32 0.95
H 10.08 -2.32 0.88
H 9.89 -2.50 -1.58
H 8.99 -0.60 -2.90
H 8.31 1.49 -1.75
H 8.51 1.67 0.72
H 9.38 -0.24 2.03

- HOMO level: -9.1 eV
- Orbital gap: 9.3 eV
- Calculated total energy: -1543.465374 a.u.
- Energy relative to the best compared isomer or geometry (same formula, charge and spin): 259.1 kJ/mol

Here are the Löwdin charges for atoms 1 to 4, given in e: -0.085, -0.242, -0.195, -0.209



Density functional theory data (ωB97M-V/def2-TZVPD) for one molecule with the formula C15H18N2O4.

Geometry (Å):
C -5.88 0.04 0.38
C -4.99 -0.56 -0.70
H -5.35 -0.30 -1.70
H -4.95 -1.65 -0.59
O -3.67 -0.04 -0.63
C -2.83 -0.61 0.26
O -3.16 -1.53 0.96
C -1.50 0.05 0.24
C -0.45 -0.34 0.98
C -0.43 -1.47 1.96
H -0.38 -1.07 2.97
H 0.47 -2.07 1.80
H -1.31 -2.09 1.87
C 0.85 0.40 0.83
N 0.62 1.73 0.31
C -0.36 2.04 -0.58
O -0.38 3.06 -1.23
N -1.38 1.12 -0.65
H -2.18 1.37 -1.19
H 1.42 2.35 0.30
C 1.83 -0.36 -0.06
C 1.41 -1.16 -1.10
C 2.32 -1.81 -1.92
C 3.67 -1.65 -1.69
C 4.12 -0.84 -0.66
C 3.21 -0.19 0.16
O 3.56 0.64 1.19
C 4.92 0.81 1.49
H 4.95 1.48 2.35
H 5.46 1.27 0.66
H 5.39 -0.14 1.76
H 5.18 -0.73 -0.51
H 4.39 -2.14 -2.33
H 1.97 -2.43 -2.73
H 0.35 -1.28 -1.27
H 1.32 0.51 1.82
H -5.51 -0.24 1.36
H -5.89 1.13 0.30
H -6.90 -0.33 0.27

- HOMO level: -8.5 eV
- Orbital gap: 9.2 eV
- Calculated total energy: -992.898814 a.u.
- Energy relative to the best compared isomer or geometry (same formula, charge and spin): 126.3 kJ/mol

Here are the Löwdin charges for atoms 1 to 4, given in e: -0.058, -0.209, 0.125, 0.123